(w)
{
  "formula": "C2H28CdO19",
  "method": "wB97M-V/def2-TZVPD",
  "elements": ["Cd", "C", "O", "O", "O", "H", "C", "O", "O", "O", "H", "O", "H", "H", "O", "H", "H", "O", "H", "H", "O", "H", "H", "O", "H", "H", "O", "H", "H", "O", "H", "H", "O", "H", "H", "O", "H", "H", "O", "H", "H", "O", "H", "H", "O", "H", "H", "O", "H", "H"],
  "coordinates": [[-2.74388, 1.50810, -0.46080], [0.01812, -0.18490, -0.35880], [-0.93088, 0.45710, -0.92180], [1.15712, 0.42110, -0.03880], [0.00112, -1.44890, -0.21280], [1.15712, 1.30710, -0.25180], [-1.87488, 4.11710, -0.74480], [-2.94788, 3.88310, -0.08880], [-1.44388, 5.41710, -0.66480], [-1.09488, 3.26910, -1.17880], [-0.57888, 5.64010, -1.03780], [-1.22488, 2.01210, 1.38020], [-1.66088, 2.48210, 2.08920], [-0.29888, 1.92710, 1.56020], [-0.59488, -4.26590, 1.68220], [0.33912, -4.29690, 1.45420], [-0.99288, -3.65590, 1.09720], [1.38912, 3.32310, -0.35580], [1.64212, 3.59810, -1.23280], [0.44212, 3.28310, -0.42680], [1.79412, -3.76990, 0.40220], [2.24812, -3.18490, 0.92520], [1.93312, -3.58090, -0.55080], [1.40112, -1.55490, 2.04320], [0.92912, -1.48090, 1.20820], [2.23612, -1.11890, 1.85420], [3.26112, 0.59310, 2.25420], [3.73412, 1.42710, 2.17320], [2.92112, 0.56710, 1.35620], [-3.59488, -0.72790, -0.90980], [-4.49688, -0.98490, -1.07080], [-3.17088, -1.42390, -0.38880], [0.41012, 1.57610, -3.10380], [0.70212, 0.68610, -3.38680], [-0.13288, 1.40410, -2.32880], [-2.09188, -1.81990, 1.32120], [-1.40188, -1.64790, 0.63520], [-1.55888, -2.05690, 2.07920], [1.16412, 2.13810, 3.08520], [1.55312, 2.74410, 3.68520], [1.77012, 1.53210, 2.66420], [-2.49888, -1.05990, -3.74980], [-2.56388, -0.30190, -3.15480], [-2.96288, -1.76990, -3.28380], [3.99812, -1.06990, -0.40780], [3.20912, -1.33090, -0.86780], [4.76212, -1.48090, -0.79780], [-1.44588, -3.76290, -0.85480], [-0.86288, -4.38890, -1.22080], [-1.00288, -2.94390, -0.89780]],
  "mulliken_charge": [0.918, -0.001, 0.699, -0.163, -0.305, 0.256, 0.859, -0.713, -0.496, -0.742, 0.365, -0.361, 0.213, 0.128, -0.678, 0.397, 0.361, -0.663, 0.323, 0.266, -0.590, 0.352, 0.263, -0.718, 0.287, 0.342, -0.740, 0.338, 0.305, -0.492, 0.257, 0.325, -0.672, 0.315, 0.166, -0.785, 0.025, 0.393, -0.651, 0.260, 0.441, -0.607, 0.228, 0.311, -0.558, 0.279, 0.281, -0.658, 0.295, 0.346],
  "lumo_ha": -0.0775,
  "homo_lumo_gap_ev": 7.55,
  "multiplicity": 1
}

***

(x)
{
  "formula": "C2H28CdO19",
  "method": "wB97M-V/def2-TZVPD",
  "elements": ["Cd", "C", "O", "O", "O", "H", "C", "O", "O", "O", "H", "O", "H", "H", "O", "H", "H", "O", "H", "H", "O", "H", "H", "O", "H", "H", "O", "H", "H", "O", "H", "H", "O", "H", "H", "O", "H", "H", "O", "H", "H", "O", "H", "H", "O", "H", "H", "O", "H", "H"],
  "coordinates": [[1.00850, 1.36420, 2.54160], [0.30950, -0.07280, 0.42260], [-0.06550, 1.09920, 0.44860], [0.16850, -0.90480, -0.64340], [0.91950, -0.61880, 1.39360], [-0.16150, -0.43680, -1.45340], [-1.42550, 2.37620, 3.19460], [-1.05550, 1.26920, 3.57160], [-2.62650, 2.96720, 3.50260], [-0.56250, 3.10920, 2.59860], [-2.78550, 3.82520, 3.10260], [-2.29550, -2.22980, -3.00140], [-3.05450, -2.60180, -2.55040], [-2.36550, -1.35580, -2.62440], [3.21650, -1.27780, -0.67340], [2.96850, -1.71080, -1.51340], [2.74750, -0.46180, -0.62840], [-2.19850, -1.81880, 1.47360], [-2.62650, -1.81280, 0.56860], [-1.38350, -1.29480, 1.26860], [1.20350, -3.52180, -0.03540], [1.26650, -2.58080, 0.15060], [0.72050, -3.84180, 0.72960], [1.74250, 3.17620, 1.25260], [1.42550, 3.98520, 0.84260], [2.31950, 2.80620, 0.58060], [0.32050, -3.02580, -2.68140], [-0.55350, -2.69580, -2.78640], [0.28350, -3.15780, -1.74840], [-2.83150, 1.12720, 0.11160], [-1.96650, 1.43220, 0.06460], [-3.36650, 1.88320, 0.33560], [2.31050, -2.42380, 2.52460], [1.87850, -1.78580, 1.92760], [2.93550, -1.94780, 3.09160], [2.80550, 1.39920, -0.67540], [3.60250, 1.43320, -1.14840], [2.10850, 1.40420, -1.31440], [-0.32250, -2.24980, 3.95960], [0.52550, -1.81080, 3.83860], [-0.30950, -2.30280, 4.90160], [-0.55550, 3.08020, -2.82840], [-0.47050, 2.14220, -2.56040], [-1.30050, 3.46520, -2.35240], [-1.80850, 0.56420, -2.52640], [-2.28550, 0.96420, -1.81640], [-2.16750, 0.87920, -3.33640], [1.11850, 0.60520, -2.80940], [0.85550, 0.28520, -3.66640], [1.78350, 1.29920, -3.02440]],
  "mulliken_charge": [0.991, 1.117, -0.649, 0.634, -0.697, -0.120, 0.950, -0.698, -0.487, -0.727, 0.341, -0.659, 0.338, 0.336, -0.650, 0.334, 0.349, -0.667, 0.308, 0.294, -0.773, 0.102, 0.363, -0.508, 0.267, 0.311, -0.697, 0.375, 0.357, -0.612, 0.168, 0.276, -0.691, 0.342, 0.303, -0.727, 0.311, 0.367, -0.538, 0.237, 0.266, -0.671, 0.407, 0.318, -0.751, 0.359, 0.306, -0.548, 0.200, 0.242],
  "lumo_ha": -0.0738,
  "homo_lumo_gap_ev": 8.01,
  "multiplicity": 1
}

***

Energy ordering: (w) at the bottom, the next structure 0.0174 hartree above.

***

(w)
{
  "formula": "C10H11BrO2",
  "method": "wB97M-V/def2-TZVPD",
  "elements": ["C", "C", "C", "C", "C", "C", "C", "C", "C", "C", "O", "O", "Br", "H", "H", "H", "H", "H", "H", "H", "H", "H", "H", "H"],
  "coordinates": [[-0.32891, -1.83776, -0.70530], [-1.46483, -0.85635, -1.03971], [1.36078, -0.55414, -0.83016], [1.53333, 0.55276, 1.33243], [1.86572, 1.56694, 0.22309], [0.03359, -1.41968, 0.69689], [1.39852, -0.82153, 0.63233], [-1.59135, -0.03345, 0.01662], [1.32994, 0.81175, -0.95185], [-2.63088, 1.05514, -0.15207], [0.76110, -1.56636, -1.48925], [-0.93996, -0.40929, 1.09923], [1.05341, 1.69220, -2.60986], [-0.68695, -2.92317, -0.79561], [-2.14502, -0.77242, -1.83407], [2.23777, 0.55950, 2.15476], [0.46555, 0.71197, 1.74917], [1.45273, 2.62603, 0.49078], [2.94465, 1.56268, 0.05597], [-0.03865, -2.27290, 1.46309], [2.18325, -1.54595, 1.00855], [-2.27819, 1.95653, 0.26274], [-3.65235, 0.84958, 0.32795], [-2.86325, 1.06792, -1.10571]],
  "mulliken_charge": [0.090, -0.929, 0.133, -1.029, -0.340, -0.160, 0.197, 0.818, -0.319, -1.494, -0.421, -0.520, -0.155, 0.311, 0.448, 0.435, 0.278, 0.309, 0.319, 0.406, 0.533, 0.350, 0.291, 0.449],
  "lumo_ha": 0.0294,
  "homo_lumo_gap_ev": 9.22,
  "multiplicity": 1
}

***

(x)
{
  "formula": "C10H11BrO2",
  "method": "wB97M-V/def2-TZVPD",
  "elements": ["C", "C", "C", "C", "C", "C", "C", "C", "C", "C", "O", "O", "Br", "H", "H", "H", "H", "H", "H", "H", "H", "H", "H", "H"],
  "coordinates": [[0.17360, 0.29150, 1.83754], [1.16068, -0.80226, 1.93684], [0.07480, 1.57967, -0.04139], [-1.57305, 0.60400, -1.50034], [-0.68181, 1.72266, -2.20070], [-0.92089, -0.28923, 0.97894], [-1.24685, 0.81077, -0.04010], [0.79838, -1.71121, 0.97155], [0.31676, 2.13512, -1.23730], [1.56581, -2.90126, 0.45613], [0.75527, 1.40633, 1.07863], [-0.38378, -1.45988, 0.39405], [1.68317, 3.43590, -1.66213], [-0.25030, 0.83529, 2.65222], [2.15005, -0.74387, 2.45654], [-2.70120, 0.62459, -1.70664], [-1.29547, -0.41102, -1.84184], [-0.30308, 1.24145, -3.16756], [-1.41395, 2.42865, -2.59497], [-1.72337, -0.53427, 1.60558], [-1.83823, 1.43954, 0.60969], [1.10175, -3.86597, 0.46364], [2.47723, -3.24362, 1.10183], [2.07447, -2.59288, -0.55022]],
  "mulliken_charge": [0.272, -0.899, 0.351, -0.988, -0.402, -0.404, 0.310, 0.600, -0.312, -1.195, -0.472, -0.421, -0.219, 0.479, 0.313, 0.327, 0.271, 0.272, 0.270, 0.509, 0.451, 0.336, 0.309, 0.241],
  "lumo_ha": 0.0287,
  "homo_lumo_gap_ev": 8.86,
  "multiplicity": 1
}

***

Energy ordering: (x) at the bottom, the next structure 0.0356 hartree above.

***

(w)
{
  "formula": "C3H4NO2",
  "method": "wB97M-V/def2-TZVPD",
  "elements": ["C", "C", "C", "N", "O", "O", "H", "H", "H", "H"],
  "coordinates": [[-0.93658, 0.73228, 0.30219], [-1.60202, 1.08890, 1.79540], [0.11409, -0.37279, 0.32199], [-1.43683, 1.28896, -0.66785], [-1.53496, 2.25322, 2.04195], [-2.06028, 0.10234, 2.36445], [0.63613, -0.49308, 1.22923], [0.79953, -0.27179, -0.58352], [-0.26177, -1.39529, 0.30456], [-1.14831, 0.86995, -1.69470]],
  "mulliken_charge": [0.633, 0.513, -1.217, -0.660, -0.666, -0.709, 0.339, 0.323, 0.251, 0.193],
  "lumo_ha": 0.1563,
  "homo_lumo_gap_ev": 7.67,
  "multiplicity": 1,
  "total_charge": -1
}

***

(x)
{
  "formula": "C3H4NO2",
  "method": "wB97M-V/def2-TZVPD",
  "elements": ["C", "C", "C", "N", "O", "O", "H", "H", "H", "H"],
  "coordinates": [[0.17603, -1.53155, -1.02215], [0.49376, -0.51995, -0.18016], [-0.50361, 0.38559, 0.25078], [-0.27705, 1.47845, 1.11289], [-1.22464, 2.26458, 1.42465], [0.95837, 1.82084, 1.42971], [1.08645, -1.98944, -1.41325], [-0.78596, -1.73351, -1.52578], [1.52554, -0.27218, -0.09150], [-1.44888, 0.09716, 0.01481]],
  "mulliken_charge": [-0.845, 0.035, -0.716, 0.700, -0.690, -0.681, 0.229, 0.269, 0.307, 0.391],
  "lumo_ha": 0.1610,
  "homo_lumo_gap_ev": 7.08,
  "multiplicity": 1,
  "total_charge": -1
}

***

Energy ordering: (w) at the bottom, the next structure 0.1236 hartree above.